# 1
DFT (ωB97M-V/def2-TZVPD) results for a single C3H6OS molecule in a non-equilibrium geometry.

SMILES = OC[C@@H]1CS1
Energy = -591.27997 Ha

Structure (ORCA input):
```
! RIJCOSX wB97M-V def2-TZVPD def2/J DEFGRID3
* xyz 0 1
O 1.41754 1.09196 0.35097
C 0.03070 0.95615 0.00774
C -0.60988 -0.31995 0.32647
C -0.01913 -1.46974 -0.31393
S -1.74957 -0.95949 -0.79753
H 1.58310 2.03358 0.21334
H -0.08855 1.15324 -1.00022
H -0.59261 1.78307 0.53879
H -0.72543 -0.49706 1.40642
H 0.87220 -1.35316 -0.96601
H -0.11837 -2.41860 0.23397
*
```

natural (NBO) population analysis, charges in e, atoms 1 to 2: number 1, O, carries -0.72; number 2, C, carries -0.07

***

# 2
DFT (ωB97M-V/def2-TZVPD) results for a single C3H6OS molecule in a non-equilibrium geometry.

SMILES = SC[C@H]1CO1
Energy = -591.25804 Ha

Structure (ORCA input):
```
! RIJCOSX wB97M-V def2-TZVPD def2/J DEFGRID3
* xyz 0 1
S 2.38586 -0.65293 0.08893
C 0.87090 0.32330 0.03559
C -0.47300 -0.16043 0.57240
C -1.62717 -0.15272 -0.21312
O -1.00492 -1.38416 0.00293
H 3.08147 -0.03245 -0.91219
H 1.08427 1.14600 0.65516
H 0.64778 0.61084 -0.96322
H -0.65445 0.01263 1.66244
H -2.58642 0.02424 0.27250
H -1.72433 0.26566 -1.20142
*
```

natural (NBO) population analysis, charges in e, atoms 1 to 2: number 1, S, carries -0.03; number 2, C, carries -0.55

***

# 3
DFT (ωB97M-V/def2-TZVPD) results for a single C3H6OS2 molecule in a non-equilibrium geometry.

SMILES = COC(=S)CS
Energy = -989.48917 Ha

Structure (ORCA input):
```
! RIJCOSX wB97M-V def2-TZVPD def2/J DEFGRID3
* xyz 0 1
C 1.70808 0.83563 -1.57862
O 1.32467 0.43222 -0.32001
C 0.36804 -0.45680 -0.20603
S -0.55978 -1.09932 -1.38669
C -0.00433 -0.56070 1.25356
S -1.22218 0.78688 1.77218
H 2.56314 1.49734 -1.49221
H 1.98399 -0.03577 -2.15398
H 0.95048 1.40776 -2.15351
H 0.83817 -0.48023 1.97858
H -0.57763 -1.43459 1.35872
H -0.27479 1.67786 2.04129
*
```

natural (NBO) population analysis, charges in e, atoms 1 to 2: number 1, C, carries -0.27; number 2, O, carries -0.48

***

# 4
DFT (ωB97M-V/def2-TZVPD) results for 2 unconnected molecules or ions with the total composition C3H6OS2 in a non-equilibrium geometry.

Energy = -989.34168 Ha

Structure (ORCA input):
```
! RIJCOSX wB97M-V def2-TZVPD def2/J DEFGRID3
* xyz 0 1
C -0.63481 0.08864 0.95068
C -1.23216 -1.20981 0.46194
O -2.24218 -1.66218 0.92889
C 0.48299 0.59801 0.02624
S 2.07348 0.19563 0.72571
S 1.30701 0.11229 -2.73460
H -0.27044 -0.00938 1.96920
H -1.49814 0.76079 1.01382
H -0.82078 -1.69315 -0.44242
H 0.57313 1.68946 -0.00293
H 0.24455 0.37352 -1.08224
H 2.01735 0.75617 -1.81429
*
```

natural (NBO) population analysis, charges in e, atoms 1 to 2: number 1, C, carries -0.54; number 2, C, carries 0.44

***

# 5
DFT (ωB97M-V/def2-TZVPD) results for a molecular structure, C3H6OS2 in a non-equilibrium geometry.

Energy = -989.42982 Ha

Structure (ORCA input):
```
! RIJCOSX wB97M-V def2-TZVPD def2/J DEFGRID3
* xyz 0 1
C 0.02745 0.56566 -1.54181
C 0.31997 -1.06134 -0.33048
C -0.26098 0.41032 -0.06188
O 0.78497 -0.67441 -1.63254
S -1.92260 0.51968 0.52782
S 0.81292 1.51676 1.07258
H -0.90793 0.39747 -1.96232
H 0.53264 1.43009 -1.73679
H 1.14876 -1.33617 0.37217
H -0.32088 -1.82924 -0.33491
H -2.31749 0.75767 -0.80151
H 0.60687 0.81862 2.13593
*
```

natural (NBO) population analysis, charges in e, atoms 1 to 2: number 1, C, carries -0.08; number 2, C, carries -0.06

***

# 6
DFT (ωB97M-V/def2-TZVPD) results for a single C3H6OS2 molecule.

Energy = -989.43382 Ha

Structure (ORCA input):
```
! RIJCOSX wB97M-V def2-TZVPD def2/J DEFGRID3
* xyz 0 1
C 0.43634 0.35640 0.12955
C -0.95439 -1.72081 0.31411
C -0.91089 -0.19508 0.41812
O 2.64670 3.55632 -1.72094
S 0.60576 1.75180 -0.77679
S 2.61235 2.32628 -0.91956
H 1.31765 -0.11922 0.52569
H -0.54906 -2.05399 -0.63803
H -1.98354 -2.06110 0.38902
H -0.37940 -2.18032 1.11419
H -1.21033 0.08861 1.43452
H -1.63118 0.25111 -0.26988
*
```

natural (NBO) population analysis, charges in e, atoms 1 to 2: number 1, C, carries -0.40; number 2, C, carries -0.60